{
  "formula": "C5H13NO2",
  "method": "ωB97M-V/def2-TZVPD",
  "elements": ["C", "C", "C", "N", "C", "C", "H", "H", "H", "H", "H", "H", "H", "H", "H", "O", "H", "H", "O", "H", "H"],
  "coordinates": [[0.7699, -3.3248, 0.8156], [1.1228, -2.0626, 0.6409], [2.0832, -1.4694, -0.3645], [1.4448, -0.4450, -1.1771], [0.7380, -0.8918, -2.2868], [-0.2437, -0.1920, -2.8640], [0.0903, -3.5432, 1.6344], [1.2166, -4.2167, 0.3938], [0.7966, -1.3113, 1.3591], [2.9602, -1.1040, 0.1719], [2.5005, -2.2846, -0.9628], [0.9441, 0.1848, -0.5939], [0.8405, -1.9278, -2.5882], [-0.4756, 0.8199, -2.5199], [-0.7403, -0.3344, -3.8115], [-2.5917, 6.9097, 1.1507], [-1.9320, 6.8601, 1.8138], [-2.2501, 7.1836, 0.2971], [-2.2504, 0.1207, 3.1733], [-1.8758, 0.9563, 2.9100], [-3.1479, 0.0725, 2.8081]],
  "atomic_forces_ev_per_a": [[0.0, -0.2, 1.0], [0.7, 0.4, 0.0], [0.1, -1.2, 0.4], [1.0, -1.2, -0.3], [-1.7, 0.1, -0.1], [0.2, 1.5, -0.1], [0.0, 0.0, -0.1], [0.0, 0.3, -0.7], [-0.6, -0.1, -0.1], [-0.1, 0.5, 0.0], [-0.3, 0.2, -0.4], [-0.4, 0.7, 0.1], [0.8, 0.0, -0.1], [0.2, -0.2, 0.3], [0.1, -1.0, 0.1], [-1.7, -0.1, -0.8], [1.2, 0.1, 0.5], [0.5, 0.0, 0.3], [-0.4, -0.6, 0.1], [0.0, 0.4, -0.2], [0.5, 0.2, 0.1]],
  "total_charge": 0,
  "homo_energy_ev": -8.12,
  "energy_ev": -10978.7922,
  "e_above_lowest_kcal_mol": 71.2,
  "smiles": "C=CCNC=C.O.O",
  "fmax_ha_per_bohr": 0.0367,
  "orbital_gap_ev": 8.73
}

=====

{
  "formula": "C5H13N2",
  "method": "ωB97M-V/def2-TZVPD",
  "elements": ["C", "C", "C", "C", "C", "N", "N", "H", "H", "H", "H", "H", "H", "H", "H", "H", "H", "H", "H", "H"],
  "coordinates": [[-2.6966, -0.0206, -0.2562], [-1.6611, 1.3532, 0.1740], [-0.0588, 0.8988, 0.0039], [-0.6095, -1.6825, 0.3795], [-0.9740, -0.4611, -0.4288], [1.1169, 1.3056, 0.1442], [3.2752, -0.1509, -0.1854], [-3.1656, -0.4677, 0.5927], [-3.1995, 0.0935, -1.1905], [-1.8915, 2.2266, -0.4311], [-1.8253, 1.5814, 1.2245], [-0.8096, -1.5181, 1.4355], [0.4424, -1.9338, 0.2617], [-1.2063, -2.5279, 0.0481], [-0.7935, -0.5987, -1.4943], [2.0239, 0.6592, -0.0048], [1.2713, 2.2761, 0.4190], [3.8446, 0.2369, -0.9324], [3.0816, -1.1196, -0.4216], [3.8354, -0.1503, 0.6620]],
  "atomic_forces_ev_per_a": [[7.8, 2.7, 0.7], [-0.4, 1.0, 0.3], [-8.2, -2.8, -0.8], [0.0, 0.0, -0.1], [0.4, -1.0, -0.3], [0.4, 0.3, 0.1], [0.2, -0.2, -0.1], [-0.1, -0.1, 0.3], [-0.1, 0.1, -0.3], [0.0, 0.1, 0.1], [0.0, 0.2, 0.1], [0.0, 0.0, 0.1], [0.1, -0.1, 0.0], [-0.1, -0.1, 0.0], [0.0, 0.0, 0.0], [-0.2, 0.1, 0.0], [-0.1, 0.0, 0.0], [0.1, -0.1, 0.0], [0.1, 0.0, 0.0], [0.1, 0.0, -0.1]],
  "total_charge": 1,
  "homo_energy_ev": -12.74,
  "energy_ev": -8366.0837,
  "e_above_lowest_kcal_mol": 109.0,
  "fmax_ha_per_bohr": 0.1701,
  "orbital_gap_ev": 9.61
}

=====

{
  "formula": "C24H53F2N2P",
  "method": "ωB97M-V/def2-TZVPD",
  "elements": ["C", "C", "C", "C", "C", "C", "C", "C", "C", "C", "P", "F", "C", "C", "F", "H", "H", "H", "H", "H", "H", "H", "H", "H", "H", "H", "H", "H", "H", "H", "H", "H", "H", "H", "H", "H", "H", "H", "C", "C", "N", "C", "C", "C", "C", "H", "H", "H", "H", "H", "H", "H", "H", "H", "H", "H", "H", "H", "H", "H", "C", "C", "N", "C", "C", "C", "C", "H", "H", "H", "H", "H", "H", "H", "H", "H", "H", "H", "H", "H", "H", "H"],
  "coordinates": [[-4.9529, 9.4783, 1.0662], [-4.1358, 8.3838, 2.0248], [-3.4660, 8.9574, 3.4066], [-4.0596, 6.9901, 1.5092], [-3.0080, 6.4669, 0.3325], [-3.4156, 4.9215, -0.1511], [-2.1689, 4.1315, -0.8873], [-2.2336, 4.3683, -2.5113], [-2.2860, 2.5474, -0.4287], [-1.1189, 1.5883, -1.0789], [-1.2164, -0.2427, -0.5153], [-2.2712, -0.4100, 0.9125], [0.5179, -0.8154, 0.1600], [1.5691, -1.2138, -1.0551], [0.2247, -2.0434, 0.9806], [-5.4014, 10.3005, 1.7723], [-4.1556, 9.8800, 0.3049], [-5.7794, 8.8316, 0.5093], [-3.0690, 8.1401, 4.1451], [-4.2546, 9.6234, 4.0034], [-2.5970, 9.7162, 3.1057], [-4.8218, 6.1727, 1.9166], [-3.2309, 7.1468, -0.6120], [-1.8810, 6.5406, 0.6461], [-3.6727, 4.3060, 0.8362], [-4.3241, 4.9522, -0.8964], [-1.1298, 4.5307, -0.4930], [-1.3647, 5.1453, -2.7653], [-3.2259, 4.8626, -2.8864], [-2.0644, 3.4028, -3.1546], [-3.3805, 2.1515, -0.6586], [-2.1721, 2.5401, 0.7567], [-1.2275, 1.6073, -2.2443], [-0.0655, 2.0584, -0.8108], [0.9184, 0.0837, 0.8037], [1.6525, -0.3029, -1.8171], [1.2819, -2.2303, -1.6037], [2.6087, -1.4402, -0.5213], [4.2886, -3.4697, -3.1636], [5.3204, -3.0822, -4.2197], [5.3977, -1.6390, -4.4631], [6.1460, -1.2926, -5.6754], [7.6300, -1.6409, -5.7104], [5.6710, -0.7966, -3.2975], [6.9415, -1.0782, -2.5008], [3.3031, -3.0575, -3.4030], [4.1938, -4.5598, -3.1202], [4.5784, -3.1283, -2.1663], [5.0235, -3.5830, -5.1506], [6.2930, -3.4973, -3.9365], [6.0301, -0.2211, -5.8801], [5.6629, -1.7910, -6.5248], [8.2181, -0.9741, -5.0773], [8.0092, -1.5225, -6.7314], [7.8231, -2.6747, -5.4112], [4.8195, -0.8755, -2.6113], [5.6726, 0.2583, -3.5997], [7.0759, -2.1421, -2.2862], [6.8912, -0.5580, -1.5371], [7.8320, -0.7098, -3.0131], [-1.9472, -3.8355, 1.9506], [-2.5212, -4.1791, 3.3227], [-2.9066, -5.5863, 3.4621], [-3.7333, -5.8489, 4.6442], [-3.1001, -5.6170, 6.0118], [-1.8610, -6.5762, 3.1980], [-0.5779, -6.4892, 4.0192], [-2.6287, -4.1384, 1.1492], [-1.7976, -2.7536, 1.8716], [-0.9771, -4.3112, 1.7841], [-3.4127, -3.5526, 3.4584], [-1.8053, -3.8774, 4.0939], [-4.1129, -6.8772, 4.6008], [-4.6291, -5.2194, 4.5767], [-2.3782, -6.3966, 6.2618], [-3.8768, -5.6468, 6.7838], [-2.6086, -4.6431, 6.0843], [-1.5870, -6.5097, 2.1384], [-2.2772, -7.5861, 3.3027], [-0.1827, -5.4710, 4.0750], [0.1961, -7.1112, 3.5546], [-0.7191, -6.8654, 5.0340]],
  "atomic_forces_ev_per_a": [[1.9, -1.2, 0.0], [-0.1, -0.8, -0.9], [-1.8, 0.4, 0.4], [0.4, 0.5, 0.8], [-2.8, 0.3, -1.7], [1.0, 0.1, 0.8], [-0.6, -0.4, 0.0], [0.9, 0.7, -0.2], [-0.1, 0.3, 0.6], [0.5, 1.7, 0.7], [-1.7, -1.6, 0.3], [2.4, 1.1, -2.1], [0.3, 0.2, 0.2], [0.1, -0.3, 0.9], [1.0, 2.9, -1.7], [0.9, -1.6, -1.6], [-1.9, -0.2, 1.2], [1.8, 1.8, 1.3], [-0.7, 1.5, -1.7], [1.7, -1.3, -1.2], [-1.8, -1.9, 0.4], [2.8, 1.2, 0.4], [1.0, -1.2, 1.7], [-2.4, -0.1, -0.3], [0.3, 1.3, -2.1], [1.7, -0.1, 1.7], [-2.1, -0.8, -0.7], [-1.9, -1.8, 0.3], [1.7, -1.0, 0.9], [-0.2, 1.8, 1.4], [2.4, 0.7, 0.3], [-0.2, -0.1, -2.6], [0.2, -0.4, 2.2], [-2.0, -0.8, -0.5], [-0.3, -2.3, -0.7], [-0.1, -2.1, 1.7], [0.2, 2.5, 1.2], [-2.2, 0.8, -1.3], [0.0, 0.0, 0.1], [-0.2, 0.2, 0.1], [0.0, 0.2, -0.3], [-0.3, -0.1, 0.0], [0.3, 0.1, -0.1], [-0.3, -0.2, 0.1], [0.2, 0.1, 0.2], [0.1, 0.0, 0.0], [0.1, 0.1, 0.0], [-0.1, 0.0, 0.0], [0.2, 0.3, 0.0], [0.1, -0.2, 0.0], [-0.1, -0.1, 0.2], [-0.1, -0.1, 0.2], [0.0, -0.1, 0.0], [0.0, 0.0, 0.1], [0.0, 0.1, 0.0], [0.0, -0.1, -0.1], [0.0, -0.2, -0.2], [0.0, 0.1, -0.1], [0.0, -0.1, -0.1], [0.0, -0.1, 0.0], [0.0, 0.0, 0.1], [-0.1, -0.2, -0.3], [-0.3, -0.2, 0.2], [-0.1, 0.1, -0.3], [0.0, -0.1, 0.4], [0.0, 0.2, -0.3], [0.3, -0.2, 0.1], [0.1, 0.0, 0.1], [-0.1, -0.3, 0.1], [-0.1, 0.0, 0.0], [0.0, -0.3, 0.2], [0.1, 0.1, 0.1], [0.2, 0.1, -0.1], [0.1, 0.1, -0.1], [0.0, 0.1, 0.0], [0.1, 0.0, -0.1], [0.0, -0.1, 0.0], [-0.1, 0.1, 0.1], [-0.2, 0.2, 0.1], [-0.1, -0.1, 0.0], [-0.1, 0.1, 0.0], [0.0, 0.1, 0.0]],
  "total_charge": 0,
  "homo_energy_ev": -6.88,
  "energy_ev": -43441.6650,
  "smiles": "CC(C)=CCC[C@H](C)CCP(F)[C@H](C)F.CCN(CC)CC.CCN(CC)CC",
  "fmax_ha_per_bohr": 0.0689,
  "orbital_gap_ev": 6.63
}